The following is a quantum chemistry calculation of C45H61ClN5OPSSr as an isolated structure, from the OMol25 dataset.

Structure (XYZ):
```
116
Properties=species:S:1:pos:R:3:forces:R:3:lowdin_charge:R:1
Sr 1.311 0.052 0.337 -0.8 -0.8 -0.6 1.30
C 2.521 -1.363 3.349 -0.4 -0.2 -0.1 -0.23
C 3.398 -1.233 2.266 0.0 0.3 -0.6 -0.29
C 3.418 0.135 1.858 0.7 0.2 1.1 -0.43
C 2.513 0.834 2.729 0.6 0.2 -0.3 -0.37
C 1.979 -0.084 3.635 -0.6 -0.1 -0.2 -0.25
C 0.987 0.241 4.720 0.2 0.0 -0.1 -0.04
C 2.325 2.330 2.783 0.0 -0.2 0.1 -0.06
C 4.639 0.762 1.214 -0.2 -0.2 -0.1 -0.07
C 4.293 -2.289 1.680 0.0 0.1 0.2 -0.05
C 2.264 -2.617 4.139 0.5 0.5 0.3 -0.06
H 0.816 -0.628 5.357 0.0 0.0 0.0 0.06
H 0.021 0.569 4.322 0.0 0.0 0.1 0.07
H 1.363 1.045 5.358 -0.1 0.0 0.1 0.08
H 3.022 2.784 3.495 0.0 0.1 -0.1 0.08
H 1.316 2.593 3.112 0.0 0.1 0.0 0.07
H 2.493 2.808 1.812 0.0 0.0 0.0 0.07
H 5.532 0.488 1.788 0.0 0.1 0.0 0.09
H 4.575 1.851 1.225 0.0 0.0 -0.1 0.06
H 4.814 0.439 0.186 0.0 0.1 0.0 0.01
H 4.514 -2.077 0.632 0.0 0.0 0.0 0.07
H 3.846 -3.283 1.744 0.0 0.0 0.0 0.06
H 5.251 -2.331 2.210 0.0 0.0 0.0 0.08
H 2.821 -2.597 5.080 0.0 0.0 0.0 0.09
H 2.592 -3.500 3.588 0.0 0.0 0.1 0.07
H 1.207 -2.747 4.387 0.5 0.3 0.4 0.04
C -0.016 -4.032 2.660 -0.2 -0.3 0.1 -0.07
C -1.376 -3.515 3.122 0.1 0.0 -0.3 -0.36
C -2.448 -3.830 2.082 0.0 0.0 0.2 -0.07
C -1.309 -2.008 3.481 0.0 0.0 0.2 -0.26
C -1.958 -1.685 4.845 0.1 -0.1 -0.1 -0.08
O -2.848 -0.598 4.569 -0.1 0.2 0.3 -0.02
C -2.809 -0.381 3.232 0.5 -0.4 -0.3 -0.34
N -2.021 -1.112 2.551 0.0 0.2 -0.2 0.16
C -3.735 0.667 2.755 -0.1 0.3 -0.3 -0.13
C -4.643 1.135 3.710 0.1 -0.1 0.0 -0.02
C -5.609 2.063 3.383 -0.1 0.1 0.1 -0.07
C -5.687 2.536 2.085 -0.1 0.1 0.0 -0.06
C -4.777 2.109 1.137 0.0 -0.1 0.0 -0.07
C -3.770 1.191 1.437 0.1 -0.4 0.7 -0.28
P -2.512 0.809 0.122 -0.2 0.4 0.0 1.10
C -2.593 2.477 -0.672 0.3 -0.1 0.1 -0.42
C -1.861 3.433 0.032 0.0 -0.1 0.0 -0.15
C -1.837 4.758 -0.363 0.0 0.0 0.0 -0.09
C -2.525 5.144 -1.505 0.0 0.0 0.0 -0.09
C -3.241 4.203 -2.225 0.0 0.0 0.0 -0.08
C -3.291 2.880 -1.806 0.0 -0.1 0.0 -0.10
C -3.554 -0.246 -0.956 0.1 -0.2 0.0 -0.36
C -3.399 -0.262 -2.344 0.0 0.0 0.0 -0.14
C -4.148 -1.127 -3.129 0.0 -0.1 0.0 -0.10
C -5.024 -2.026 -2.541 0.0 0.0 0.0 -0.09
C -5.158 -2.046 -1.160 0.0 0.0 0.0 -0.07
C -4.440 -1.156 -0.378 0.1 0.0 0.0 -0.08
H 0.752 -3.837 3.412 -0.7 -0.6 -0.8 0.02
H -0.064 -5.109 2.491 0.0 0.0 -0.1 0.09
H 0.276 -3.553 1.725 0.1 0.1 -0.1 0.09
H -1.634 -4.045 4.045 0.0 0.0 0.0 0.13
H -2.225 -3.329 1.141 0.0 0.0 0.0 0.07
H -3.434 -3.502 2.419 0.0 0.0 -0.1 0.08
H -2.486 -4.906 1.903 0.0 0.0 0.0 0.08
H -0.253 -1.706 3.493 -0.2 0.0 -0.1 0.10
H -1.237 -1.365 5.595 -0.1 0.0 0.0 0.11
H -2.545 -2.516 5.242 0.0 0.0 0.0 0.12
H -4.575 0.748 4.717 -0.1 0.0 -0.1 0.12
H -6.302 2.415 4.136 0.0 0.0 0.0 0.11
H -6.451 3.252 1.813 0.0 0.0 0.0 0.11
H -4.840 2.510 0.135 0.0 0.0 0.0 0.10
H -1.305 3.120 0.911 0.0 0.1 0.0 0.10
H -1.273 5.486 0.205 0.0 0.0 0.0 0.11
H -2.496 6.176 -1.832 0.0 0.0 0.0 0.10
H -3.774 4.500 -3.120 0.0 0.0 0.0 0.10
H -3.893 2.176 -2.365 0.0 0.0 0.0 0.09
H -2.699 0.413 -2.824 0.0 0.0 0.0 0.09
H -4.043 -1.103 -4.207 0.0 0.0 0.0 0.11
H -5.595 -2.713 -3.153 0.0 0.0 0.0 0.10
H -5.825 -2.758 -0.690 0.0 0.0 0.0 0.11
H -4.558 -1.168 0.698 0.0 0.0 0.0 0.10
Cl 0.539 2.842 -2.214 0.2 0.6 -0.1 0.40
C 0.380 1.050 -1.989 0.1 -0.5 0.4 -0.77
H 0.875 0.612 -2.861 0.0 0.0 0.0 -0.07
H -0.696 0.876 -2.108 0.0 0.0 -0.1 -0.11
C -1.670 -3.496 -4.249 0.1 0.1 0.1 -0.02
C -0.583 -3.329 -3.244 0.0 0.0 0.1 -0.30
C 0.505 -4.120 -2.959 0.0 0.0 0.0 0.01
C 1.174 -3.477 -1.897 0.0 -0.1 -0.1 -0.36
N 0.538 -2.369 -1.558 0.2 0.5 0.6 0.05
N -0.525 -2.292 -2.379 0.0 -0.1 -0.2 0.04
C 2.406 -3.923 -1.185 -0.1 0.1 0.0 -0.02
H -1.542 -4.441 -4.772 0.0 0.0 0.0 0.08
H -1.653 -2.689 -4.985 0.0 0.0 0.0 0.08
H -2.643 -3.492 -3.761 -0.1 0.0 0.0 0.06
H 0.788 -5.034 -3.453 0.0 0.0 0.0 0.11
H -1.159 -1.512 -2.309 0.0 0.0 0.0 0.12
H 3.195 -4.161 -1.899 0.0 0.0 0.0 0.09
H 2.207 -4.818 -0.594 0.0 0.0 0.0 0.08
H 2.758 -3.136 -0.519 0.0 -0.1 0.0 0.05
C 3.463 3.107 -6.482 -0.1 0.0 0.1 -0.08
C 2.511 2.544 -5.427 0.2 0.1 -0.1 -0.25
N 3.134 1.535 -4.591 -0.1 0.1 0.0 -0.02
C 3.719 1.707 -3.388 0.2 0.0 -0.3 -0.87
S 4.280 0.360 -2.558 0.0 -0.4 0.3 0.61
N 3.887 2.962 -2.945 -0.3 0.1 0.0 0.00
C 4.248 3.284 -1.572 0.3 0.0 0.1 -0.28
C 5.728 3.614 -1.428 -0.1 0.0 0.0 -0.08
H 2.980 3.905 -7.047 0.0 0.0 0.0 0.07
H 3.756 2.324 -7.183 0.0 0.0 0.0 0.07
H 4.365 3.502 -6.014 0.0 0.0 0.0 0.07
H 1.652 2.084 -5.917 0.0 0.0 0.1 0.12
H 2.115 3.336 -4.790 -0.1 0.0 0.0 0.08
H 3.169 0.588 -4.926 -0.1 -0.1 0.1 0.11
H 3.411 3.693 -3.446 0.0 0.0 0.0 0.11
H 4.015 2.416 -0.956 -0.1 0.1 0.0 0.05
H 3.627 4.121 -1.251 0.0 0.0 0.0 0.11
H 6.324 2.744 -1.704 0.0 0.0 0.0 0.07
H 5.955 3.877 -0.393 0.0 0.0 0.0 0.07
H 6.003 4.452 -2.069 0.0 0.0 0.0 0.07
```
Forces are in eV/Å.

Computed properties:
Total charge: 0
Total energy: -3330.79480 a.u.
Molecular weight: 874.131 g/mol
HOMO: -6.6237 eV
LUMO: 0.4 eV
HOMO-LUMO gap: 7.04 eV